No. 1
Density functional theory data (wB97M-V/def2-TZVPD) for a structure of composition C18H27BaN5P2S2.

Its net charge is +2. The value obtained for the max |F| is 1.4 eV/Å. The value obtained for the gap between HOMO and LUMO is 0.294 Ha. The calculation puts the HOMO energy at -0.5095 hartree.

```
55
Properties=species:S:1:pos:R:3:forces:R:3
Ba -0.457742 0.175330 0.217568 0.5670 -0.3714 0.6350
C 3.749195 0.466730 0.775125 -0.1677 -0.0747 -0.0376
P 2.477594 0.328759 -0.545457 1.3305 0.1782 -0.3253
C 3.141005 -1.081178 -1.508954 -0.0647 0.0388 0.0565
C 2.890037 1.797872 -1.561849 -0.0590 -0.0256 -0.0135
C 4.040951 1.794453 -2.351676 -0.0054 0.0116 -0.0221
C 4.406342 2.910147 -3.083833 0.0302 -0.0154 -0.0188
C 3.623519 4.054559 -3.035825 -0.0278 0.0527 0.0042
C 2.479651 4.071690 -2.258256 0.0084 -0.0348 -0.0121
C 2.095105 2.952570 -1.517136 -0.0066 0.0160 -0.0297
P 0.594609 3.057966 -0.466547 0.4614 0.7400 -0.2473
C -0.553848 4.062119 -1.494499 0.0542 -0.1481 0.1344
C 1.138445 4.300266 0.774214 -0.1447 -0.1577 -0.0064
H 4.727085 0.648270 0.330031 0.0257 0.0028 0.0250
H 3.782004 -0.465111 1.341744 0.0169 0.0335 0.0487
H 3.506561 1.287782 1.449487 0.0439 -0.0044 0.0254
H 4.229513 -1.070065 -1.550416 -0.0005 -0.0011 -0.0621
H 2.732685 -1.064833 -2.519248 0.0281 -0.0341 -0.0138
H 2.825206 -2.007131 -1.026846 0.0063 -0.0097 -0.0150
H 4.664795 0.911151 -2.403305 -0.0036 0.0126 0.0165
H 5.301939 2.889380 -3.690329 -0.0052 -0.0082 0.0022
H 3.903580 4.933780 -3.600621 0.0050 -0.0183 -0.0107
H 1.878622 4.972083 -2.233883 0.0167 0.0081 0.0018
H -0.241929 5.103747 -1.552168 -0.0102 0.0125 -0.0475
H -1.549531 4.019559 -1.051676 -0.0269 0.0524 -0.0431
H -0.605430 3.643030 -2.498868 -0.0361 0.0224 -0.0179
H 1.598421 5.151587 0.273895 -0.0015 0.0289 0.0116
H 1.863106 3.857468 1.456809 0.0089 0.0218 0.0092
H 0.279483 4.644988 1.351866 0.0286 0.0107 0.0288
C -5.942804 -2.245478 1.027929 0.1468 0.0527 -0.0057
C -4.646820 -1.962065 0.261857 -0.1449 -0.1214 0.1147
C -4.169723 -0.556919 0.426718 -0.1721 0.1909 0.0759
N -2.939246 -0.182766 0.509970 -1.1363 -0.4751 -0.0389
N -2.756000 1.172646 0.603507 -0.8607 0.7973 0.1508
C -3.888631 1.828852 0.609257 -0.2593 -0.1856 0.1041
N -3.995083 3.167993 0.676052 0.0468 -0.0814 0.0137
S -5.277179 0.787679 0.515481 0.2465 0.0207 -0.0968
H -6.268578 -3.268506 0.854390 0.0065 0.0010 -0.0165
H -6.747245 -1.585826 0.699390 -0.0421 -0.0310 0.0058
H -5.800126 -2.109182 2.100165 -0.0378 0.0106 -0.0037
H -4.801326 -2.160216 -0.802120 0.0414 0.0776 -0.0132
H -3.847355 -2.624696 0.593407 0.0670 0.0281 -0.0361
H -3.190075 3.700001 0.961702 -0.0097 0.0072 -0.0024
H -4.896263 3.589525 0.820776 0.0093 0.0573 -0.0084
S -0.524549 -2.744299 -0.367315 -0.0546 -0.8082 -0.6189
C -0.299367 -3.092970 1.245875 0.0895 -0.1600 0.2587
N -0.397502 -4.395116 1.676300 0.0240 0.2354 0.0849
C -0.207137 -4.761742 2.957867 0.0161 -0.0166 0.1147
C 0.100982 -3.812563 3.885792 0.0230 0.1062 0.0088
C 0.187967 -2.491146 3.423456 -0.0284 -0.1686 -0.0276
N -0.007676 -2.141119 2.167168 -0.0220 0.2086 -0.0404
H -0.614068 -5.086252 0.969143 -0.0029 -0.0341 -0.0197
H -0.312059 -5.811826 3.193257 0.0068 -0.0175 -0.0721
H 0.268411 -4.062205 4.921174 -0.0094 -0.0311 -0.0101
H 0.429179 -1.690871 4.114354 -0.0155 -0.0025 0.0015
```
Forces are in eV/Å.

No. 2
Density functional theory data (wB97M-V/def2-TZVPD) for a structure of composition C18H27BrLuN.

For the relative energy (zero: lowest compared OMol25 entry of this formula, charge and spin), the calculation gives 0.000 eV. Its net charge is +2. The value obtained for the max |F| is 7.2 eV/Å. The value obtained for the gap between HOMO and LUMO is 0.302 Ha. The calculation puts the HOMO energy at -0.5779 hartree.

```
48
Properties=species:S:1:pos:R:3:forces:R:3
C 1.847882 -0.925076 -2.467226 0.4318 0.5743 -0.4165
H 2.161482 -1.787061 -3.067965 -0.2752 0.0720 0.2438
H 1.308120 -0.237992 -3.129720 0.0471 -0.0945 0.0062
H 1.143888 -1.282555 -1.707926 -0.2820 -0.5215 0.2138
C 3.057639 -0.233185 -1.830125 0.0872 -0.3411 -0.0025
H 2.714440 0.606222 -1.211443 -0.0007 0.2860 0.1310
H 3.561677 -0.931893 -1.149912 -0.0591 0.0872 -0.0898
C 4.059280 0.277007 -2.871365 -0.0746 0.1183 -0.0297
H 4.916240 0.767844 -2.397536 -0.2018 -0.1278 -0.0673
H 4.440773 -0.548093 -3.484556 -0.1033 0.1155 0.1684
H 3.587569 1.000955 -3.546497 0.0793 -0.1196 0.1144
C -1.558125 0.992688 1.149001 -2.7653 2.3277 1.3937
C -0.584279 2.042224 0.894752 -1.2424 0.1839 0.2788
C -0.539563 2.203941 -0.489058 -0.8100 0.9890 -0.6952
C -1.577016 1.380052 -1.095458 -0.1525 1.2237 -0.4918
C -2.265888 0.706183 -0.088530 -0.2630 0.8764 0.9740
C -3.497110 -0.124540 -0.215752 0.0171 -0.4512 -0.1556
C -1.883338 1.367772 -2.556360 0.0213 -0.1644 -0.2922
C 0.339936 3.134586 -1.256583 0.2935 0.0438 -0.1250
C 0.177055 2.794842 1.932363 0.4780 -0.1409 0.1304
C -2.037846 0.596647 2.507030 -0.1248 -0.0878 0.3641
Lu -0.105842 -0.011784 0.033063 5.0898 -4.5599 -2.2025
H -2.489773 0.507506 -2.835659 -0.0505 0.0319 -0.0062
H -2.431523 2.266168 -2.850806 0.0355 -0.0213 0.0774
H -0.978112 1.336724 -3.163680 0.0337 0.0603 -0.0506
H -3.603204 -0.542081 -1.215965 -0.0471 0.0402 -0.0305
H -3.496142 -0.960400 0.482131 -0.1329 0.0047 0.0958
H -4.393464 0.468143 -0.012486 0.1518 0.0409 0.0430
H -1.229353 0.596030 3.236682 -0.0042 0.0012 0.0789
H -2.801596 1.293677 2.861056 0.0382 -0.0479 0.0049
H -2.477175 -0.399843 2.505368 -0.0804 0.0522 0.0816
H 1.107162 3.201355 1.537308 -0.0232 0.0723 -0.0158
H -0.408474 3.633852 2.318045 -0.0662 -0.1197 -0.0862
H 0.437853 2.164186 2.781036 -0.0401 0.0109 0.1360
H 0.713084 2.680175 -2.175180 -0.0121 0.0077 -0.0897
H -0.202121 4.037934 -1.547614 -0.0288 -0.0749 0.0349
H 1.205696 3.445914 -0.674368 -0.0172 0.0551 0.0193
Br -2.464132 -4.735167 3.023083 0.6986 0.5441 -0.2880
C -0.920892 -3.736827 2.504958 -0.3956 -0.0099 -0.0720
C 0.352870 -4.148382 2.899756 0.0718 0.2973 -0.1918
C 1.469826 -3.413857 2.501073 -0.2864 0.3899 -0.3091
C 1.292853 -2.272740 1.714618 -1.0465 -1.0344 0.6693
N 0.044166 -1.875868 1.345984 -0.1516 -0.2888 0.1514
C -1.054760 -2.589050 1.718604 1.4451 -0.8496 0.6306
H 0.476772 -5.036317 3.506253 -0.0395 0.0134 -0.0001
H 2.463045 -3.727108 2.795399 -0.0339 0.0463 -0.0299
H 2.152358 -1.697762 1.396241 -0.0284 0.1938 -0.1154
H -2.031937 -2.285044 1.397969 -0.1804 0.2953 -0.1883
```
Forces are in eV/Å.

The lowest gap between HOMO and LUMO belongs to which entry? C18H27BaN5P2S2